Molecular formula: C29H23BrCl2FN2O2PbS
Method: DFT, ωB97M-V/def2-TZVPD

## Properties
relative energy (zero: lowest compared OMol25 entry of this formula, charge and spin): 0.0 kJ/mol
Kohn-Sham gap: 7.7 eV
HOMO energy: -10.89 eV
total charge: +1
LUMO: -3.22 eV

CARTESIAN COORDINATES (ANGSTROEM)
Pb: -1.12 -1.92 0.46
O: 0.07 3.72 -1.26
C: -1.06 3.47 -1.99
C: -1.64 4.43 -2.81
C: -2.81 4.12 -3.49
C: -3.40 2.87 -3.35
C: -2.81 1.93 -2.53
C: -1.62 2.21 -1.87
C: -0.95 1.19 -0.99
O: -1.12 -0.16 -1.41
N: -1.54 1.32 0.33
N: -1.06 0.44 1.27
C: -0.77 0.89 2.43
C: -0.46 0.10 3.61
Br: -0.98 -1.72 3.56
C: 0.14 0.69 4.66
C: 0.60 0.24 5.97
C: 1.56 1.05 6.58
C: 2.08 0.73 7.82
C: 1.63 -0.40 8.48
C: 0.66 -1.20 7.90
C: 0.14 -0.89 6.65
H: 0.42 4.59 -1.48
H: -1.19 5.41 -2.90
H: -3.26 4.87 -4.14
H: -4.31 2.64 -3.88
H: -3.25 0.95 -2.42
H: 0.13 1.40 -0.96
H: -1.49 2.29 0.65
H: -0.76 1.97 2.59
H: 0.36 1.73 4.47
H: 1.90 1.94 6.07
H: 2.83 1.36 8.27
H: 2.03 -0.66 9.45
H: 0.29 -2.07 8.42
H: -0.63 -1.52 6.24
Cl: 0.01 -4.03 -1.40
C: 1.67 -4.10 -0.84
C: 2.39 -5.21 -1.26
C: 3.70 -5.35 -0.85
C: 4.27 -4.39 -0.04
C: 3.53 -3.29 0.36
Cl: 4.32 -2.13 1.37
C: 2.20 -3.10 -0.02
S: 1.40 -1.61 0.50
H: 1.91 -5.95 -1.89
H: 4.28 -6.21 -1.17
H: 5.30 -4.48 0.29
F: -2.13 1.11 -7.47
C: -1.66 0.71 -6.28
C: -2.31 -0.32 -5.62
C: -1.83 -0.72 -4.39
C: -0.71 -0.11 -3.83
C: -0.21 -0.53 -2.48
C: -0.06 0.90 -4.54
C: -0.53 1.32 -5.77
H: -3.18 -0.77 -6.07
H: -2.33 -1.51 -3.85
H: 0.76 -0.10 -2.26
H: -0.12 -1.62 -2.43
H: 0.81 1.38 -4.11
H: -0.05 2.10 -6.33